A molecular structure, C5H7F in a non-equilibrium geometry, computed with ωB97M-V/def2-TZVPD.

Results
charge = 0
HOMO energy = -0.3352 Eh
HOMO-LUMO gap = 9.95 eV

```
13
C5H7F | OMol25 | ωB97M-V/def2-TZVPD
C 2.187 -0.318 -0.096
C 0.737 0.185 -0.107
C -0.280 -0.566 0.257
C -1.621 -0.169 -0.031
C -2.225 0.972 0.001
H 3.328 0.567 -0.096
H 2.397 -1.064 -1.112
H 2.228 -1.122 0.755
H 0.656 1.205 -0.558
H -0.329 -1.455 1.140
H -1.519 1.663 0.090
H -3.279 1.502 0.002
F -2.280 -1.399 -0.246
```

Löwdin atomic charge list, values in e, 8 entries: number 1, C, carries -0.168; number 2, C, carries -0.211; number 3, C, carries -0.110; number 4, C, carries -0.372; number 5, C, carries 0.078; number 6, H, carries 0.170; number 7, H, carries 0.118; number 8, H, carries 0.063

***

7 unconnected molecules or ions with the total composition C22H51BrNO21PS6 in a non-equilibrium geometry, computed with ωB97M-V/def2-TZVPD.

Results
charge = 0
HOMO energy = -0.3170 Eh
structure (SMILES) = N=[PH2]C1=C(Br)C(=O)OC1=O.CCOS(C)(=O)=O.CCOS(C)(=O)=O.CCOS(C)(=O)=O.CCOS(C)(=O)=O.CCOS(C)(=O)=O.CCOS(C)(=O)=O
HOMO-LUMO gap = 7.51 eV

```
103
C22H51BrNO21PS6 | OMol25 | ωB97M-V/def2-TZVPD
N -4.063 2.874 0.947
P -4.185 1.577 0.078
C -4.355 1.949 -1.676
C -3.413 2.137 -2.598
Br -1.590 2.010 -2.429
C -4.057 2.554 -3.891
O -3.565 2.930 -4.904
O -5.419 2.456 -3.698
C -5.661 2.222 -2.347
O -6.752 2.276 -1.894
H -4.108 3.732 0.411
H -3.072 0.733 0.150
H -5.287 0.762 0.380
C -6.687 0.591 4.392
C -5.336 1.261 4.279
O -4.282 0.535 4.966
S -3.762 -0.810 4.301
C -2.269 -0.961 5.214
O -3.467 -0.550 2.925
O -4.640 -1.890 4.631
H -6.705 -0.364 3.869
H -7.443 1.242 3.952
H -6.941 0.408 5.436
H -5.035 1.416 3.242
H -5.339 2.233 4.768
H -1.620 -0.127 4.963
H -1.816 -1.902 4.906
H -2.511 -0.979 6.273
C -4.554 -3.824 -0.305
C -3.639 -4.472 -1.321
O -3.246 -3.571 -2.393
S -2.180 -2.454 -2.042
C -1.830 -1.941 -3.685
O -1.028 -3.085 -1.473
O -2.808 -1.374 -1.341
H -4.048 -3.038 0.253
H -4.892 -4.582 0.402
H -5.424 -3.388 -0.796
H -2.736 -4.873 -0.857
H -4.140 -5.285 -1.842
H -1.362 -2.761 -4.221
H -1.142 -1.100 -3.614
H -2.760 -1.637 -4.158
C -1.970 8.597 2.609
C -1.406 7.944 3.852
O -2.290 6.948 4.421
S -2.394 5.551 3.665
C -3.239 4.658 4.919
O -1.069 5.032 3.499
O -3.255 5.686 2.534
H -2.058 7.887 1.789
H -1.307 9.406 2.300
H -2.960 9.008 2.808
H -0.436 7.482 3.664
H -1.284 8.670 4.653
H -2.600 4.578 5.794
H -3.444 3.677 4.492
H -4.166 5.176 5.149
C 3.950 1.209 -5.590
C 3.455 -0.111 -6.139
O 3.579 -1.202 -5.190
S 2.542 -1.251 -3.995
C 2.903 -2.871 -3.428
O 1.214 -1.201 -4.541
O 2.913 -0.304 -2.987
H 3.327 1.562 -4.771
H 3.932 1.954 -6.386
H 4.970 1.111 -5.219
H 2.418 -0.052 -6.470
H 4.060 -0.435 -6.983
H 2.635 -3.583 -4.203
H 2.298 -3.033 -2.538
H 3.963 -2.927 -3.187
C 1.086 -1.218 -0.210
C 2.486 -1.562 0.237
O 2.791 -1.094 1.580
S 2.177 -1.880 2.806
C 3.170 -1.141 4.057
O 2.503 -3.269 2.679
O 0.812 -1.502 3.013
H 0.337 -1.742 0.379
H 0.950 -1.499 -1.253
H 0.908 -0.147 -0.108
H 2.678 -2.636 0.194
H 3.225 -1.065 -0.389
H 4.208 -1.416 3.893
H 2.813 -1.533 5.007
H 3.033 -0.063 4.015
C 8.258 -3.979 0.118
C 8.307 -2.651 -0.602
O 8.678 -2.776 -2.002
S 7.588 -3.341 -2.999
C 8.392 -2.899 -4.497
O 6.385 -2.575 -2.840
O 7.516 -4.765 -2.899
H 7.459 -4.613 -0.262
H 8.082 -3.801 1.179
H 9.199 -4.516 0.001
H 7.358 -2.117 -0.542
H 9.082 -2.009 -0.189
H 8.455 -1.816 -4.557
H 7.779 -3.297 -5.303
H 9.378 -3.356 -4.507
```

Löwdin atomic charge list, values in e, 8 entries: number 1, N, carries -0.269; number 2, P, carries 0.740; number 3, C, carries -0.277; number 4, C, carries -0.619; number 5, Br, carries 0.909; number 6, C, carries -0.459; number 7, O, carries 0.172; number 8, O, carries 0.139

***

A single C7H11N molecule in a non-equilibrium geometry, computed with ωB97M-V/def2-TZVPD.

Results
charge = 0
HOMO energy = -0.3337 Eh
structure (SMILES) = C[C@H]1C=C[C@@H](N)C=C1
HOMO-LUMO gap = 10.02 eV

```
19
C7H11N | OMol25 | ωB97M-V/def2-TZVPD
C 2.282 -0.077 0.668
C 1.324 -0.040 -0.414
C 0.696 1.394 -0.156
C -0.611 1.307 -0.230
C -1.604 0.101 -0.354
N -2.740 -0.021 0.698
C -0.756 -1.129 -0.163
C 0.502 -1.250 -0.469
H 2.003 0.138 1.694
H 3.139 0.675 0.389
H 2.821 -1.195 0.729
H 1.684 -0.136 -1.541
H 1.202 2.333 0.087
H -1.262 2.377 -0.167
H -1.937 0.204 -1.536
H -2.971 -1.022 0.672
H -3.616 0.609 0.195
H -1.234 -2.137 -0.098
H 1.078 -2.130 -0.006
```

Löwdin atomic charge list, values in e, 8 entries: number 1, C, carries -0.141; number 2, C, carries -0.440; number 3, C, carries -0.073; number 4, C, carries -0.105; number 5, C, carries -0.372; number 6, N, carries -0.008; number 7, C, carries -0.120; number 8, C, carries -0.122

***

A molecular structure, C38H30N6O2Rh in a non-equilibrium geometry, computed with ωB97M-V/def2-TZVPD.

Results
charge = +3
HOMO energy = -0.5666 Eh
HOMO-LUMO gap = 6.21 eV

```
77
C38H30N6O2Rh | OMol25 | ωB97M-V/def2-TZVPD
Rh -0.826 -0.158 0.043
C -1.080 2.369 -3.514
C 0.227 2.823 -3.596
C 1.173 2.336 -2.706
C 0.787 1.415 -1.750
N -0.504 0.995 -1.658
C -1.409 1.466 -2.523
C 1.688 0.806 -0.774
C 3.002 0.357 -1.072
C 3.762 0.021 0.120
C 3.113 -0.276 1.283
C 1.704 -0.226 1.318
N 1.072 0.372 0.310
C 0.796 -0.837 2.293
C 1.181 -1.309 3.537
C 0.238 -1.872 4.380
C -1.087 -1.952 3.972
C -1.422 -1.455 2.732
N -0.510 -0.928 1.903
H -1.839 2.707 -4.205
H 0.507 3.554 -4.343
H 2.193 2.694 -2.734
H -2.419 1.092 -2.421
H 3.538 1.026 -1.731
H 4.837 -0.072 0.045
H 3.665 -0.591 2.159
H 2.211 -1.217 3.852
H 0.532 -2.235 5.357
H -1.848 -2.383 4.607
H -2.447 -1.470 2.384
C 0.717 -4.135 -1.286
O -0.741 -4.046 -1.220
C -1.022 -2.812 -0.914
N -0.055 -1.970 -0.724
C 1.207 -2.783 -0.713
C 2.482 -2.354 -1.417
C 2.669 -1.176 -2.192
C 3.809 -1.164 -3.051
C 4.864 -2.020 -2.872
C 4.749 -3.022 -1.912
C 3.542 -3.213 -1.238
C -2.435 -2.440 -0.698
C -3.548 -3.250 -0.818
C -4.786 -2.712 -0.465
C -4.879 -1.393 -0.018
C -3.709 -0.660 0.062
N -2.536 -1.190 -0.270
C -3.513 0.759 0.444
N -2.346 1.282 0.290
C -2.493 2.746 0.507
C -3.872 2.818 1.184
O -4.497 1.509 0.848
C -1.381 3.417 1.269
C -1.253 4.796 1.156
C -0.266 5.466 1.865
C 0.605 4.758 2.682
C 0.482 3.384 2.795
C -0.508 2.712 2.088
H 1.001 -4.279 -2.326
H 1.018 -4.995 -0.696
H 1.454 -2.907 0.345
H 1.759 -0.881 -2.713
H 3.864 -0.374 -3.793
H 5.760 -1.936 -3.473
H 5.576 -3.698 -1.731
H 3.445 -4.075 -0.585
H -3.447 -4.266 -1.176
H -5.677 -3.322 -0.527
H -5.823 -0.949 0.271
H -2.549 3.194 -0.489
H -4.516 3.603 0.804
H -3.806 2.876 2.269
H -1.927 5.355 0.515
H -0.175 6.540 1.775
H 1.381 5.280 3.226
H 1.150 2.836 3.449
H -0.611 1.641 2.203
```

Löwdin atomic charge list, values in e, 8 entries: number 1, Rh, carries 1.265; number 2, C, carries -0.004; number 3, C, carries 0.012; number 4, C, carries 0.040; number 5, C, carries -0.187; number 6, N, carries 0.003; number 7, C, carries -0.093; number 8, C, carries -0.209

***

A single C3H2F2S molecule in a non-equilibrium geometry, computed with ωB97M-V/def2-TZVPD.

Results
charge = 0
HOMO energy = -0.3230 Eh
structure (SMILES) = FC(F)=CC=S
HOMO-LUMO gap = 8.04 eV

```
8
C3H2F2S | OMol25 | ωB97M-V/def2-TZVPD
F 0.063 -2.027 -0.396
C -0.701 -0.948 -0.292
F -1.929 -1.220 -0.602
C -0.366 0.345 0.118
C 0.946 0.755 0.140
S 1.538 2.245 0.247
H -1.116 1.037 0.562
H 1.565 -0.188 0.223
```

Löwdin charges in e: number 1, F, carries 0.157; number 2, C, carries -0.322; number 3, F, carries 0.171; number 4, C, carries -0.137; number 5, C, carries -0.770; number 6, S, carries 0.683; number 7, H, carries 0.132; number 8, H, carries 0.086

***

15 unconnected molecules or ions with the total composition H31O15 in a non-equilibrium geometry, computed with ωB97M-V/def2-TZVPD.

Results
charge = +1
HOMO energy = -0.4861 Eh
HOMO-LUMO gap = 9.99 eV

```
46
H31O15 | OMol25 | ωB97M-V/def2-TZVPD
O 2.512 1.805 -2.437
H -2.042 -2.329 2.280
H 3.449 1.603 -2.476
O 0.276 1.744 -0.546
H -3.154 1.331 3.154
H 1.149 1.789 -0.174
O -0.616 -0.759 -3.756
H 2.822 2.498 1.336
H -2.091 -3.015 -3.004
O 1.892 -3.707 -0.753
H -1.563 2.377 -3.394
H 4.328 -2.570 0.359
O -1.510 -2.023 3.047
H 1.189 -4.117 -1.231
H -1.535 1.923 2.898
O 2.564 -0.915 0.519
H -1.430 -0.451 -4.147
H -0.121 -0.064 -3.324
O 2.736 2.659 2.279
H 2.298 -1.807 0.748
H -1.151 0.599 -0.114
O -2.485 -2.181 0.512
H 0.036 1.872 -1.458
H -2.231 0.944 -1.129
O -2.136 1.741 -2.960
H -1.020 -2.801 3.327
H 0.181 1.712 3.903
O 4.434 -2.605 -0.595
H -2.151 -1.417 0.031
O -2.424 1.233 2.521
H -1.968 0.386 2.706
H 3.553 -3.001 -0.754
O -1.819 0.185 -0.689
H -2.814 1.403 -3.545
H 2.975 -0.942 -0.349
O -0.197 1.981 3.058
H 2.658 1.771 2.641
H 0.359 1.783 2.296
O -1.564 -3.220 -2.231
H 2.326 2.657 -2.045
H -1.812 3.667 1.245
O -1.815 3.756 2.210
H -1.004 4.281 2.286
H 2.101 -4.377 -0.094
H -2.215 -2.935 -0.016
H -0.970 -2.467 -2.136
```

Löwdin atomic charge list, values in e, 8 entries: number 1, O, carries -0.044; number 2, H, carries 0.003; number 3, H, carries 0.052; number 4, O, carries -0.035; number 5, H, carries 0.157; number 6, H, carries 0.024; number 7, O, carries -0.033; number 8, H, carries 0.029

***

5 unconnected molecules or ions with the total composition C40H65N3O11P2S in a non-equilibrium geometry, computed with ωB97M-V/def2-TZVPD.

Results
charge = 0
HOMO energy = -0.3054 Eh
structure (SMILES) = C=CCc1c(PP(=O)(O)O)cc(CCCN)c2c1C(=O)c1c(ccc(CCCO)c1CCCCCCCSc1nnco1)C2=O.CCO.CCO.CCO.CCO
HOMO-LUMO gap = 6.59 eV

```
122
C40H65N3O11P2S | OMol25 | ωB97M-V/def2-TZVPD
C 0.143 -2.440 1.381
C -0.011 -2.073 2.823
C 1.230 -1.363 3.685
C 2.591 -1.158 2.744
C 3.956 -2.101 2.941
P 3.945 -3.503 4.293
P 3.772 -5.348 3.091
O 5.217 -5.956 2.730
O 2.946 -5.021 1.579
O 2.902 -6.633 3.929
C 5.242 -1.817 1.953
C 5.263 -0.655 0.751
C 6.570 -0.437 -0.254
C 7.892 0.174 0.542
C 8.967 0.616 -0.645
N 9.112 -0.501 -1.662
C 3.919 0.262 0.549
C 2.620 -0.021 1.563
C 1.273 0.928 1.274
O 0.559 1.488 2.265
C 0.938 1.150 -0.350
C 2.237 1.427 -1.366
C 2.060 1.640 -3.008
C 0.527 1.559 -3.600
C -0.769 1.275 -2.591
C -2.247 1.171 -3.341
C -2.455 2.436 -4.368
C -2.191 1.991 -5.937
O -3.359 2.437 -6.715
C -0.587 1.066 -0.945
C -1.876 0.750 0.025
C -3.012 1.975 0.015
C -4.471 1.219 -0.112
C -4.889 0.709 1.390
C -6.481 0.270 1.321
C -6.667 -1.285 1.825
C -6.680 -2.286 0.487
S -6.881 -4.047 1.096
C -5.519 -5.024 0.219
N -5.683 -6.492 -0.218
N -4.471 -6.919 -0.808
C -3.504 -5.752 -0.801
O -4.167 -4.589 -0.185
C 3.739 1.435 -0.630
O 4.694 2.321 -0.952
H -0.635 -2.163 0.529
H 1.096 -3.110 1.120
H -1.045 -2.357 3.325
H 1.455 -2.027 4.650
H 0.828 -0.329 4.120
H 5.221 -3.582 4.961
H 3.590 -4.991 0.804
H 3.161 -7.526 3.506
H 6.191 -2.522 2.110
H 6.794 -1.494 -0.762
H 6.350 0.304 -1.135
H 8.311 -0.715 1.195
H 7.630 1.133 1.173
H 8.539 1.554 -1.241
H 9.996 0.944 -0.158
H 9.899 -0.321 -2.327
H 9.197 -1.444 -1.204
H 3.025 1.809 -3.690
H 0.407 1.713 -4.777
H -2.188 0.182 -4.006
H -3.140 1.013 -2.601
H -1.628 3.258 -4.125
H -3.521 2.875 -4.164
H -1.174 2.466 -6.318
H -2.082 0.830 -6.091
H -3.756 3.276 -6.295
H -2.340 -0.275 -0.372
H -1.615 0.567 1.151
H -2.733 2.628 -0.943
H -2.869 2.574 1.017
H -5.261 2.006 -0.480
H -4.394 0.289 -0.857
H -4.272 -0.263 1.660
H -4.652 1.526 2.199
H -7.139 1.017 1.963
H -6.847 0.314 0.197
H -5.759 -1.653 2.478
H -7.643 -1.424 2.469
H -7.576 -1.965 -0.215
H -5.656 -2.214 -0.107
H -2.410 -5.758 -1.222
C 8.244 5.550 -1.884
C 7.796 4.118 -1.677
O 8.427 3.573 -0.528
H 9.331 5.599 -2.006
H 7.770 5.984 -2.768
H 7.994 6.164 -1.012
H 8.067 3.503 -2.540
H 6.711 4.062 -1.541
H 8.173 4.121 0.234
C 1.970 -3.130 -4.514
C 1.143 -1.928 -4.921
O 0.302 -1.533 -3.847
H 1.321 -3.965 -4.230
H 2.621 -3.451 -5.333
H 2.589 -2.897 -3.642
H 0.509 -2.172 -5.779
H 1.784 -1.085 -5.194
H 0.874 -1.310 -3.093
C -2.090 1.876 5.563
C -0.867 2.007 6.447
O 0.205 1.250 5.906
H -2.391 0.827 5.475
H -2.928 2.451 5.969
H -1.876 2.233 4.550
H -1.079 1.630 7.452
H -0.553 3.052 6.530
H 0.391 1.599 5.017
C -11.090 2.535 0.556
C -9.867 2.666 1.440
O -8.795 1.909 0.899
H -11.391 1.486 0.468
H -11.928 3.109 0.962
H -10.876 2.891 -0.457
H -10.079 2.288 2.445
H -9.553 3.710 1.523
H -8.609 2.257 0.010
```

Löwdin atomic charge list, values in e, 8 entries: number 1, C, carries -0.040; number 2, C, carries -0.129; number 3, C, carries -0.167; number 4, C, carries -0.085; number 5, C, carries -0.360; number 6, P, carries 0.782; number 7, P, carries 0.517; number 8, O, carries -0.480